1.
Here is an isolated ion of composition C3H6N3S and charge +1 from the Open Molecules 2025 dataset. Energies are from ωB97M-V/def2-TZVPD.

Results
LUMO: -5.45 eV
Energy above the lowest of the compared OMol25 structures with the same formula, charge and spin: 50.64 kcal/mol
Strongest force on any atom: 0.0883 Eh/bohr
HOMO energy: -15.91 eV
Total energy: -18504.5655 eV
Charge: +1
Kohn-Sham gap: 10.46 eV

Element x y z (Å)
C 0.5690 -0.5000 -0.4595
C 1.6935 0.2299 0.2044
C -1.2929 0.5456 0.8395
N -1.5906 -0.8500 -1.1089
N -1.0290 -1.3976 -2.0473
N -0.7418 -0.2855 -0.2033
S 0.6688 -1.3700 -1.9675
H 1.3574 0.7132 1.0297
H 2.4585 -0.5940 0.5907
H 2.2875 0.9757 -0.2902
H -0.6601 1.4112 0.9133
H -2.2215 0.9496 0.6548
H -1.4988 0.1719 1.8443

=====

2.
Here is an isolated ion of composition C3H6N3S2 and charge +1 from the Open Molecules 2025 dataset. Energies are from ωB97M-V/def2-TZVPD.

Results
LUMO: -3.85 eV
Energy above the lowest of the compared OMol25 structures with the same formula, charge and spin: 0.00 kcal/mol
Strongest force on any atom: 0.0545 Eh/bohr
HOMO energy: -12.49 eV
Total energy: -29340.5530 eV
Charge: +1
Kohn-Sham gap: 8.64 eV

Element x y z (Å)
C 0.0316 0.7991 -1.0963
C 0.5433 2.0183 -1.0405
C -0.5227 -1.0452 0.4299
N 0.1782 0.0344 0.0808
N -1.2604 -1.7320 -0.4418
N 1.0543 0.6033 1.0198
S -0.4447 -1.6660 2.0478
S 1.2959 2.3057 0.6923
H -0.4819 0.3729 -1.9391
H 0.5724 2.8138 -1.7504
H -1.3074 -1.5114 -1.4231
H -1.7585 -2.5491 -0.1228
H 1.9616 0.1308 0.9793
H 0.1382 -0.5745 2.5641

=====

3.
Here is an isolated molecule of C3H6N4 from the Open Molecules 2025 dataset. Energies are from ωB97M-V/def2-TZVPD.

Results
LUMO (alpha / beta): 0.13 / 0.64 eV
Energy above the lowest of the compared OMol25 structures with the same formula, charge and spin: 163.87 kcal/mol
Strongest force on any atom: 0.1801 Eh/bohr
HOMO energy (alpha / beta): -6.39 / -6.97 eV
Total energy: -9161.7502 eV
Charge: 0
Kohn-Sham gap (alpha / beta): 6.51 / 7.60 eV

Element x y z (Å)
C -0.8859 -1.4318 -0.0486
C 0.0093 1.9732 -0.0313
C 1.3405 -0.7494 -0.0171
N -1.9522 0.6351 -0.0142
N -2.3977 -0.5458 -0.0509
N -0.0209 -0.4379 0.0250
N -0.6598 0.7629 -0.0052
H -0.8241 -2.3590 -0.3958
H 0.9386 1.9662 0.5684
H -0.7146 2.8607 -0.0614
H 1.9734 -0.1545 0.6552
H 1.3894 -1.7971 0.4040
H 1.8040 -0.7229 -1.0281

=====

4.
Here is an isolated ion of composition C3H6N4 and charge +2 from the Open Molecules 2025 dataset. Energies are from ωB97M-V/def2-TZVPD.

Results
LUMO: -12.33 eV
Energy above the lowest of the compared OMol25 structures with the same formula, charge and spin: 95.85 kcal/mol
Strongest force on any atom: 0.0718 Eh/bohr
SMILES string: Cc1[nH+]cnn[nH+]1
HOMO energy: -21.36 eV
Total energy: -9145.3064 eV
Charge: +2
Kohn-Sham gap: 9.03 eV

Element x y z (Å)
C 0.2462 -0.8396 0.8132
C -0.4913 0.0579 -0.0948
N 0.3213 0.7082 -1.0878
C -0.1612 1.6453 -1.8159
N -1.5245 1.9506 -1.8051
N -2.3134 1.2739 -1.2213
N -1.7914 0.3444 -0.1107
H 0.6260 -0.5243 1.8457
H 1.1328 -1.3550 0.3578
H -0.5679 -1.6706 0.9834
H 1.2859 0.3045 -1.1897
H 0.3451 2.3380 -2.6175
H -2.5851 0.1253 0.6122

=====

5.
Here is an isolated ion of composition C3H6N4 and charge +2 from the Open Molecules 2025 dataset. Energies are from ωB97M-V/def2-TZVPD.

Results
LUMO (alpha / beta): -11.43 / -11.43 eV
Energy above the lowest of the compared OMol25 structures with the same formula, charge and spin: 190.72 kcal/mol
Strongest force on any atom: 0.1198 Eh/bohr
HOMO energy (alpha / beta): -19.43 / -19.43 eV
Total energy: -9141.1928 eV
Charge: +2
Kohn-Sham gap (alpha / beta): 8.01 / 8.00 eV

Element x y z (Å)
C 0.6866 -1.2348 0.0449
C -0.4112 -1.8389 0.0418
C 1.9202 0.7065 0.0571
N -2.6683 0.4006 0.0120
N -0.4346 0.8989 0.0134
N 0.7652 0.2308 0.0235
N -1.5099 0.1981 0.0291
H 1.7428 -1.7481 -0.1668
H -1.1899 -2.5518 -0.1199
H 2.0190 1.7491 0.0950
H 2.7367 -0.0991 -0.0428
H -3.3391 1.2878 0.0498
H -0.3176 2.0010 -0.0370

=====

6.
Here is a 2-piece molecular cluster, C3H6N4O overall from the Open Molecules 2025 dataset. Energies are from ωB97M-V/def2-TZVPD.

Results
LUMO: 0.55 eV
Energy above the lowest of the compared OMol25 structures with the same formula, charge and spin: 134.18 kcal/mol
Strongest force on any atom: 0.1226 Eh/bohr
HOMO energy: -8.54 eV
Total energy: -11210.9581 eV
Charge: 0
Kohn-Sham gap: 9.08 eV

Element x y z (Å)
C 1.5428 0.4122 -2.3302
C -1.3308 1.7183 0.0376
C -1.8466 -0.4784 1.3239
N 1.4544 0.6304 -1.1636
N -1.5252 0.6338 0.4872
N 1.7311 0.5461 0.0262
N 1.7482 1.6730 0.6801
O -0.9689 2.6883 -0.4827
H 0.8063 0.4252 -3.0387
H -2.9147 -0.7286 1.0779
H -1.2789 -1.3401 1.1709
H -1.7113 -0.1561 2.3471
H 0.8284 2.1966 0.8168
H 2.3021 2.3304 0.1493

=====

7.
Here is C3H6N4O as an isolated structure from the Open Molecules 2025 dataset. Energies are from ωB97M-V/def2-TZVPD.

Results
LUMO: 0.59 eV
Energy above the lowest of the compared OMol25 structures with the same formula, charge and spin: 139.54 kcal/mol
Strongest force on any atom: 0.1011 Eh/bohr
HOMO energy: -8.55 eV
Total energy: -11210.7256 eV
Charge: 0
Kohn-Sham gap: 9.14 eV

Element x y z (Å)
C 0.3481 0.0151 0.4235
C 1.2178 -0.1747 -0.8350
C -1.1465 -1.0085 -0.9111
H 0.1187 1.0453 3.3837
H -0.9924 0.2051 2.4858
H 1.2753 -1.4853 -1.0993
H 2.2796 0.3135 -0.8667
H -0.0243 1.6800 -1.8297
H -2.0908 -1.6065 -1.0594
N -0.3875 0.9886 2.4335
N 0.5640 0.7901 1.4264
N 0.4101 0.3773 -2.0268
N -0.7830 -0.3579 -1.9422
O -0.7889 -0.7822 0.4174

=====

8.
Here is an isolated molecule of C3H6N4O from the Open Molecules 2025 dataset. Energies are from ωB97M-V/def2-TZVPD.

Results
LUMO: 0.52 eV
Energy above the lowest of the compared OMol25 structures with the same formula, charge and spin: 82.38 kcal/mol
Strongest force on any atom: 0.0321 Eh/bohr
SMILES string: CN(CNC#N)N=O
HOMO energy: -9.67 eV
Total energy: -11213.2044 eV
Charge: 0
Kohn-Sham gap: 10.20 eV

Element x y z (Å)
C -1.3361 -0.5841 1.0433
N -0.0502 -0.6138 0.3802
C 0.8075 0.6089 0.2135
N 1.1307 0.8551 -1.1589
C 0.3469 1.6110 -1.9101
N -0.3407 2.3005 -2.5156
N 0.6363 -1.6970 0.1327
O 0.1477 -2.7800 0.4562
H -1.7513 -1.5931 0.9789
H -1.2203 -0.3051 2.0941
H -1.9817 0.1345 0.5239
H 0.2341 1.4493 0.6083
H 1.7343 0.4943 0.7820
H 1.6428 0.1195 -1.6285

=====

9.
Here is an isolated ion of composition C3H6N4O and charge +2 from the Open Molecules 2025 dataset. Energies are from ωB97M-V/def2-TZVPD.

Results
LUMO: -9.96 eV
Energy above the lowest of the compared OMol25 structures with the same formula, charge and spin: 78.72 kcal/mol
Strongest force on any atom: 0.1715 Eh/bohr
SMILES string: [NH2+]=CNC(=[NH2+])N=C=O
HOMO energy: -20.86 eV
Total energy: -11195.4459 eV
Charge: +2
Kohn-Sham gap: 10.91 eV

Element x y z (Å)
N -0.3013 -1.3995 2.0796
C -0.1942 -1.2035 0.7429
N 0.2413 -0.0373 0.4220
C 0.3607 0.8089 -0.7287
N 0.4400 2.0441 -0.4331
N 0.2275 0.3434 -1.9205
C -0.3780 -0.5365 -2.5224
O -0.9224 -1.3933 -2.9600
H -0.5620 -2.3699 2.4220
H -0.2038 -0.7370 2.7678
H -0.3041 -1.3722 -0.4152
H 0.6587 0.5947 1.1910
H 0.4363 2.7628 -1.1747
H 0.5013 2.4952 0.5293

=====

10.
Here is a 2-piece molecular cluster, C3H6N4O2 overall from the Open Molecules 2025 dataset. Energies are from ωB97M-V/def2-TZVPD.

Results
LUMO (alpha / beta): -10.63 / -11.47 eV
Strongest force on any atom: 0.1056 Eh/bohr
HOMO energy (alpha / beta): -16.91 / -18.94 eV
Total energy: -13236.7179 eV
<S²>: 2.0123
Charge: +2
Spin multiplicity: 3
Kohn-Sham gap (alpha / beta): 6.27 / 7.48 eV

Element x y z (Å)
C -3.1239 -0.0347 0.1303
C -1.5206 -1.4454 -0.0821
C 0.1804 0.4888 -0.2013
N -2.0806 0.7650 0.0494
N -1.0129 -0.1664 -0.0542
N 0.4989 1.7154 -0.1118
N 1.5181 -1.2268 -0.2870
O -2.7968 -1.3070 0.0921
O 2.4900 -0.7749 0.3458
H -4.1495 0.3694 0.3643
H -1.2046 -2.4983 -0.0770
H -0.0474 2.5580 0.1303
H 1.4950 1.9250 -0.1292
H 1.6704 -1.1946 -1.3091
H 2.4753 -1.1431 1.3002

=====

11.
Here is an isolated molecule of C3H6N4O4 from the Open Molecules 2025 dataset. Energies are from ωB97M-V/def2-TZVPD.

Results
LUMO: -0.10 eV
Energy above the lowest of the compared OMol25 structures with the same formula, charge and spin: 89.24 kcal/mol
Strongest force on any atom: 0.0954 Eh/bohr
SMILES string: N/C(=N\[N+](=O)[O-])N1[C@H](O)[C@H]1O
HOMO energy: -9.42 eV
Total energy: -17352.6037 eV
Charge: 0
Kohn-Sham gap: 9.32 eV

Element x y z (Å)
N 1.3252 0.0147 -0.8764
C 0.7550 0.4452 0.2579
N 1.4692 1.2990 1.0480
N 2.6421 1.8133 0.7314
O 3.2990 1.4509 -0.2504
O 3.0319 2.6691 1.4895
N -0.5117 -0.1421 0.4329
C -1.0955 -1.0544 -0.5004
O -1.2314 -0.6476 -1.8259
C -2.0937 -0.6542 0.5219
O -2.3805 -1.4927 1.5098
H 0.8286 -0.4857 -1.5919
H 2.2684 0.3858 -1.0537
H -0.7479 -2.0901 -0.4259
H -2.1479 -0.6851 -2.1149
H -2.7160 0.2163 0.3430
H -2.6946 -1.0424 2.3052

=====

12.
Here is an isolated molecule of C3H6N4S from the Open Molecules 2025 dataset. Energies are from ωB97M-V/def2-TZVPD.

Results
LUMO: -0.30 eV
Energy above the lowest of the compared OMol25 structures with the same formula, charge and spin: 78.62 kcal/mol
Strongest force on any atom: 0.0993 Eh/bohr
SMILES string: [H]/N=C(\NC=S)N/C=N/[H]
HOMO energy: -8.96 eV
Total energy: -20000.9270 eV
Charge: 0
Kohn-Sham gap: 8.66 eV

Element x y z (Å)
H -0.7056 -1.8611 1.4208
N -0.4144 -0.9432 1.3986
C -0.0320 -0.4161 0.3118
N 0.7049 -1.0961 -0.7316
C 0.3040 -2.4457 -1.1924
S -0.5511 -3.5398 -0.3287
N 0.1694 0.9288 0.0974
C -0.2673 2.1054 0.7437
N 0.0447 3.2652 0.2325
H -0.6278 4.0295 0.8108
H 0.9430 -0.6476 -1.6721
H 0.4873 -2.6707 -2.3707
H 1.1528 1.1789 -0.3354
H -1.2081 2.1125 1.6152

=====

13.
Here is an isolated molecule of C3H6N4S from the Open Molecules 2025 dataset. Energies are from ωB97M-V/def2-TZVPD.

Results
LUMO: 0.43 eV
Energy above the lowest of the compared OMol25 structures with the same formula, charge and spin: 45.50 kcal/mol
Strongest force on any atom: 0.0352 Eh/bohr
SMILES string: [H]/N=C1/C/C(=N/N)SN1
HOMO energy: -8.32 eV
Total energy: -20002.3631 eV
Charge: 0
Kohn-Sham gap: 8.75 eV

Element x y z (Å)
H -3.4963 0.4317 -0.1950
N -2.8727 -0.3637 0.0057
C -1.6575 -0.0708 -0.0086
C -0.5536 -1.0409 0.2363
C 0.7753 -0.2836 0.1467
N 1.9385 -0.8145 -0.0064
N 3.0145 0.0995 -0.0120
S 0.4933 1.4523 0.2459
N -1.1477 1.2424 -0.2090
H -0.5439 -1.8188 -0.5351
H -0.7553 -1.5221 1.1965
H 3.8461 -0.2874 -0.4611
H 2.7692 0.9886 -0.3964
H -1.8098 1.9874 -0.0073

=====

14.
Here is an isolated molecule of C3H6N4S from the Open Molecules 2025 dataset. Energies are from ωB97M-V/def2-TZVPD.

Results
LUMO: 0.47 eV
Energy above the lowest of the compared OMol25 structures with the same formula, charge and spin: 110.63 kcal/mol
Strongest force on any atom: 0.0343 Eh/bohr
HOMO energy: -8.47 eV
Total energy: -19999.5389 eV
Charge: 0
Kohn-Sham gap: 8.94 eV

Element x y z (Å)
C -1.3831 -0.5578 -0.3163
C -0.5544 -1.6064 0.4114
C 1.7143 -0.1731 0.1668
N -1.4101 0.6793 0.4279
N -1.8245 1.6630 -0.2080
N 3.2875 1.6007 0.0642
N 2.5160 0.6627 -0.0891
S 1.1935 -1.7230 -0.1653
H -1.0582 -0.4021 -1.3523
H -2.4213 -0.9039 -0.3581
H -0.5371 -1.3934 1.4787
H -0.9517 -2.6056 0.2391
H -1.8332 2.4904 0.4036
H 3.2622 2.2692 -0.7026

=====

15.
Here is an isolated molecule of C3H6N4S from the Open Molecules 2025 dataset. Energies are from ωB97M-V/def2-TZVPD.

Results
LUMO: -0.65 eV
Energy above the lowest of the compared OMol25 structures with the same formula, charge and spin: 55.06 kcal/mol
Strongest force on any atom: 0.0487 Eh/bohr
SMILES string: [H]/N=C(\N)N/N=C\C=S
HOMO energy: -8.54 eV
Total energy: -20001.9484 eV
Charge: 0
Kohn-Sham gap: 7.89 eV

Element x y z (Å)
H 0.5223 -2.0344 0.8350
N 0.0783 -1.1817 0.5076
C 0.9563 -0.3762 -0.0034
N 2.2684 -0.6794 -0.2644
N 0.6150 0.9075 -0.3687
N -0.3633 1.6036 0.2429
C -1.5506 1.0960 0.3208
C -2.1529 0.0038 -0.3788
S -3.6458 -0.5244 -0.0970
H 2.9784 0.0189 0.0008
H 2.5530 -1.6133 -0.0360
H 1.4105 1.4597 -0.4946
H -2.2070 1.7626 0.8546
H -1.4626 -0.4427 -1.1188

=====

16.
Here is an isolated ion of composition C3H6N5S and charge -1 from the Open Molecules 2025 dataset. Energies are from ωB97M-V/def2-TZVPD.

Results
LUMO: 3.61 eV
Energy above the lowest of the compared OMol25 structures with the same formula, charge and spin: 71.73 kcal/mol
Strongest force on any atom: 0.0839 Eh/bohr
HOMO energy: -2.57 eV
Total energy: -21490.4309 eV
Charge: -1
Kohn-Sham gap: 6.18 eV

Element x y z (Å)
C 2.7069 -0.3707 -0.3668
C -1.6053 0.8781 0.7305
C -1.0877 -1.3926 -0.4309
N 0.8711 1.4945 -0.2017
N 2.9363 0.8294 -0.4158
N 2.0635 1.8388 -0.2843
N 0.6168 0.2729 -0.0983
N -0.6999 -0.1079 0.1775
S 3.1503 -1.8852 -0.0190
H -2.6080 0.3980 0.4650
H -1.5005 1.0964 1.8671
H -1.2919 1.8155 0.2430
H -1.7391 -2.0035 0.2761
H -1.6892 -1.0461 -1.3214
H -0.1234 -1.8176 -0.6210

=====

17.
Here is an isolated ion of composition C3H6N5S and charge -1 from the Open Molecules 2025 dataset. Energies are from ωB97M-V/def2-TZVPD.

Results
LUMO (alpha / beta): 3.47 / 1.83 eV
Energy above the lowest of the compared OMol25 structures with the same formula, charge and spin: 9.30 kcal/mol
Strongest force on any atom: 0.1172 Eh/bohr
HOMO energy (alpha / beta): 0.06 / -4.75 eV
Total energy: -21488.6214 eV
<S²>: 2.0136
Charge: -1
Spin multiplicity: 3
Kohn-Sham gap (alpha / beta): 3.41 / 6.57 eV

Element x y z (Å)
C 1.6168 1.1902 0.9618
C -1.9363 -0.4423 -1.4779
C -0.9235 0.0686 -0.4314
N 1.7132 -0.9768 1.6364
N 2.1873 1.0992 2.1641
N 2.2755 -0.1919 2.4870
N 1.3293 -0.0843 0.6391
N 0.3235 -0.6900 -0.4644
S 1.5044 2.5324 -0.0391
H -2.4351 0.2693 -2.0285
H -1.2862 -1.0326 -2.2265
H -2.6831 -1.1399 -0.9649
H -0.6614 1.0221 -0.8651
H -1.3403 -0.0388 0.6761
H 0.3160 -1.5853 -0.0669

=====

18.
Here is a 2-piece molecular cluster, C3H6N5S overall from the Open Molecules 2025 dataset. Energies are from ωB97M-V/def2-TZVPD.

Results
LUMO: -4.59 eV
Energy above the lowest of the compared OMol25 structures with the same formula, charge and spin: 20.39 kcal/mol
Strongest force on any atom: 0.1694 Eh/bohr
HOMO energy: -12.68 eV
Total energy: -21485.0319 eV
Charge: +1
Kohn-Sham gap: 8.09 eV

Element x y z (Å)
C -0.1786 1.1911 0.1120
C -1.0842 -2.1015 0.0793
C 1.2198 1.2109 0.0292
N -1.3878 1.2790 0.1397
N -0.0294 -1.6778 0.2601
N -2.1467 -2.7201 -0.3068
N 1.8347 0.0934 0.1613
N 1.7991 2.4069 -0.1576
S -2.8623 1.3854 0.1351
H -2.6792 -2.2529 -1.0022
H -2.5953 -3.3648 0.4201
H 1.2389 -0.8424 0.2300
H 2.8216 -0.1313 0.3734
H 1.2010 3.2073 -0.1876
H 2.8483 2.3166 -0.2859